Record 1
Here is 23 unconnected molecules or ions with the total composition C28H109N7O23 in a non-equilibrium geometry from the Open Molecules 2025 dataset. Energies are from the ωB97M-V functional and the def2-TZVPD basis.

CARTESIAN COORDINATES (ANGSTROEM)
O1 -0.30776 2.78926 3.41956
O2 -2.36337 -1.51137 1.81622
O3 3.91026 2.30592 1.58944
O4 1.15790 3.93508 -1.31624
O5 -4.02675 -0.63729 -0.13030
O6 3.07898 0.85461 -4.84868
O7 -0.47937 0.57753 -7.38510
O8 4.01451 -0.47604 5.17729
O9 -1.30993 2.63912 -3.75655
O10 1.03687 -3.35318 -5.56024
O11 1.87939 -0.67530 -6.56156
O12 -0.14955 -0.64944 0.35313
O13 -2.76751 1.33953 0.87195
O14 -3.95516 -3.89088 -4.21258
O15 0.81694 2.34348 -5.55634
O16 -0.62644 -4.24262 -2.20062
O17 -0.53485 -3.68689 2.66156
O18 -5.59346 0.84913 -1.97996
O19 -0.13136 2.43681 0.77825
O20 -2.91334 -3.44891 -0.62029
O21 -3.57094 1.15561 -3.89687
O22 -7.06369 4.36021 1.55512
O23 1.94740 -3.73077 1.39350
N1 -1.50371 0.61402 -1.82399
N2 4.55033 -2.79549 1.47996
N3 -6.53262 3.19212 -0.92693
N4 -2.49186 5.76969 3.28342
N5 -4.33650 -6.21491 -6.07627
N6 6.48723 0.37590 -0.35279
N7 6.20611 -1.95246 7.21247
C1 4.43827 1.24372 -1.03152
C2 -0.33444 5.64804 2.31077
C3 -3.88618 -2.52451 -3.78174
C4 5.51373 1.35537 0.08225
C5 -7.49686 5.48715 2.29283
C6 4.71265 -0.05505 6.40475
C7 5.27192 -4.49364 3.04908
C8 0.04027 -0.27827 -3.45046
C9 0.06788 1.93286 4.46968
C10 -3.12414 -4.16281 -5.30633
C11 0.71323 -0.51173 1.46649
C12 -5.44154 3.50126 -0.03778
C13 2.82380 -4.40358 2.37364
C14 0.48869 -0.46252 -0.89704
C15 2.04273 -4.39521 0.12808
C16 -5.90604 4.68130 0.78067
C17 -1.56685 4.78133 2.70833
C18 -3.06109 -5.66292 -5.61108
C19 3.26481 2.24411 2.87313
C20 -1.96270 -5.81791 -6.74691
C21 5.46350 -0.52216 8.83861
C22 -0.53568 -0.45200 -2.04260
C23 4.77125 1.11975 1.40087
C24 -4.18385 3.73443 -0.91192
C25 -1.28526 3.72329 3.85028
C26 4.30305 -4.14826 2.00181
C27 2.65915 -0.91697 5.31217
C28 5.08681 -1.15675 7.43471
H1 1.15019 -1.30652 -1.09240
H2 6.91316 -1.25146 7.04287
H3 5.61284 0.51816 6.18298
H4 0.39579 4.93260 1.93260
H5 4.97899 -5.42479 3.53411
H6 -5.18788 5.00117 1.53567
H7 0.55168 -1.18960 -3.76034
H8 7.36129 0.57120 0.11409
H9 2.29539 -0.28341 -5.79370
H10 6.14694 0.32182 8.74525
H11 -3.33596 -4.30609 -0.67376
H12 -4.18621 -7.20054 -6.23762
H13 0.71875 1.09166 4.23120
H14 1.16425 -3.96992 -0.35721
H15 -2.24319 0.66203 -2.51026
H16 2.60712 -3.85513 3.29034
H17 0.60726 3.28250 -0.88362
H18 5.07698 -2.99986 0.64272
H19 1.33778 0.37913 1.40001
H20 -1.66470 -6.86371 -6.82175
H21 -4.61103 -5.83388 -6.97045
H22 1.16580 -0.07590 -6.78004
H23 2.14865 -0.46191 6.16093
H24 -5.03210 0.83107 -2.75506
H25 0.45646 2.68665 -4.73871
H26 -0.56046 6.30960 1.47449
H27 -1.94085 0.57493 -0.91433
H28 5.80306 -1.27698 9.54787
H29 -7.36027 3.31365 -0.36095
H30 5.54248 1.11695 2.17113
H31 -4.35973 -2.02218 -4.62526
H32 4.20201 -1.77643 7.58036
H33 -1.32286 1.95821 -3.08393
H34 0.15716 1.72408 -5.86822
H35 4.13200 0.23875 1.34350
H36 -3.27350 5.22870 3.62468
H37 -0.21527 1.51080 0.55089
H38 -2.09420 -3.84045 -5.15331
H39 1.01222 0.49143 -0.83384
H40 0.73924 0.55811 -3.44593
H41 -3.39409 -3.56117 -6.17424
H42 -1.00826 -5.32902 -6.55165
H43 -1.71095 -0.98986 1.34868
H44 -0.84805 1.57147 4.93720
H45 -3.79168 2.76230 -1.21069
H46 -2.18914 4.21580 2.01477
H47 -3.45375 0.04709 0.21543
H48 0.11763 6.25618 3.09428
H49 -5.76666 1.77862 -1.83069
H50 4.50077 -4.80542 1.15497
H51 -3.43817 1.47308 1.54174
H52 -2.19549 3.24733 4.21505
H53 -6.64156 3.97150 -1.56001
H54 5.37586 -3.68977 3.77783
H55 -0.95599 4.11386 4.81315
H56 -0.72706 -2.95049 2.08104
H57 1.93346 -5.47884 0.17185
H58 -4.22846 4.20571 -1.89376
H59 -7.82131 6.30888 1.65440
H60 -3.45957 0.70048 -4.73154
H61 2.15394 -0.68248 4.37521
H62 -2.28467 -5.48890 -7.73493
H63 -0.99994 3.42137 -3.30022
H64 -4.65890 -0.16845 -0.67510
H65 4.52006 -0.06672 9.13960
H66 -2.35436 2.19714 0.77168
H67 -5.25948 2.61715 0.57321
H68 1.71238 4.28240 -0.61756
H69 3.86726 0.31527 -1.03593
H70 -4.48764 -2.44238 -2.87642
H71 -2.85895 -2.24835 -3.54380
H72 -0.34369 2.47516 1.71081
H73 -2.04296 6.11669 4.11899
H74 -2.74272 -6.19918 -4.71712
H75 6.62218 0.72291 -1.29166
H76 4.77077 1.37549 -2.06117
H77 2.92638 -4.08437 -0.42926
H78 4.17668 0.75345 6.90191
H79 3.67148 -2.46607 1.10684
H80 -1.36986 0.44962 -7.05813
H81 0.10168 -0.35049 2.35424
H82 6.29218 -4.64820 2.69799
H83 -8.30162 5.29458 3.00233
H84 -6.65149 5.86875 2.86538
H85 1.83655 -2.82716 -5.56540
H86 3.68540 2.01873 -0.88786
H87 0.62537 -3.17260 -6.40540
H88 -0.98497 -1.43959 -1.93816
H89 -0.84948 -5.16290 -2.06069
H90 -2.13193 -3.53210 -1.16684
H91 -3.36278 4.25577 -0.41984
H92 -0.68075 -0.04902 -4.23511
H93 3.82979 1.31337 -4.47178
H94 2.60695 -1.98522 5.52243
H95 6.04240 -2.36907 6.30708
H96 0.17076 -4.26668 -2.72988
H97 -2.95406 1.88638 -3.93782
H98 0.59337 2.56916 5.18178
H99 -6.11545 5.57389 0.19116
H100 2.64749 -5.46551 2.54487
H101 1.35352 -1.39384 1.46262
H102 2.43496 1.54331 -5.01352
H103 2.55296 3.04952 3.05389
H104 -2.35747 -1.16074 2.70687
H105 2.56852 1.40680 2.92002
H106 -0.59444 0.83964 -8.29850
H107 0.22740 -4.11076 2.26719
H108 3.93232 2.11827 3.72560
H109 5.97380 2.34314 0.10956

- Kohn-Sham gap: 8.8 eV

Löwdin atomic charge list, values in e, 2 entries: -0.238 -0.030

=====

Record 2
Here is a molecular structure, C9H25BrHfNbO4P2 in a non-equilibrium geometry from the Open Molecules 2025 dataset. Energies are from the ωB97M-V functional and the def2-TZVPD basis.

CARTESIAN COORDINATES (ANGSTROEM)
Hf1 2.16396 -2.82614 5.86761
Nb1 0.96333 1.31697 0.92624
Br1 2.82727 -1.63692 2.10769
P1 1.83567 2.90743 -0.98715
P2 3.70773 2.35358 -1.95620
O1 4.64263 2.37317 -0.84311
O2 3.45150 0.91740 -2.50009
O3 -0.87609 1.66494 0.40277
O4 4.02456 3.36136 -3.07661
C1 -3.79635 -0.60471 -2.36468
C2 -1.76746 0.55114 0.21210
C3 1.02892 -1.29703 2.73512
C4 0.70926 0.18985 2.85526
C5 -1.30062 0.68592 -2.26151
C6 -1.57394 -0.21608 -1.07951
C7 -2.52102 -2.55387 -1.40094
C8 0.94355 -1.96851 4.11484
C9 -2.86599 -1.07768 -1.26877
H1 -0.28439 1.06551 -2.20834
H2 -0.76448 -0.93745 -1.03764
H3 -4.10430 0.41979 -2.22252
H4 4.26891 0.41700 -2.34366
H5 1.19914 -0.08612 -0.22690
H6 -2.76245 0.97499 0.17960
H7 0.30782 -1.80730 2.11477
H8 1.31527 0.58555 3.66431
H9 -4.70612 -1.18124 -2.28212
H10 -1.76635 -0.14910 1.04851
H11 -2.00072 1.50333 -2.33559
H12 -1.70880 -2.70734 -2.09766
H13 2.78919 1.36389 1.07679
H14 4.74774 3.06699 -3.65126
H15 -3.40735 -3.08980 -1.69636
H16 -2.20189 -2.93124 -0.43697
H17 2.17904 4.15656 -0.42354
H18 0.12017 -1.52387 4.68874
H19 -0.34123 0.23505 3.12854
H20 -3.43561 -0.99474 -0.34672
H21 -1.34004 0.12256 -3.17869
H22 1.01649 2.94123 1.78548
H23 -3.41337 -0.75722 -3.36120
H24 1.92441 -1.73413 4.63001
H25 0.77203 -3.09368 4.04934

- Net charge: +3
- Kohn-Sham gap: 4.2 eV

Löwdin atomic charge list, values in e, 2 entries: 1.947 1.162